Entry 1:
C30H50BrN3P2PtS as an isolated structure at a distorted geometry, computed with ωB97M-V/def2-TZVPD.

Computed properties:
E = -5110.735997 a.u.
orbital gap (spin up / spin down) = 5.5 / 5.0 eV
spin multiplicity = 3
lowest unoccupied orbital energy (spin up / spin down) = -7.6 / -8.3 eV
net charge = +2

Positions of all 88 atoms, in Å:
Pt 0.59 1.21 -1.09
Br 2.29 0.37 1.19
S -0.49 -1.38 0.29
P -0.61 2.77 0.51
P 2.87 1.63 -2.37
N 1.06 -2.76 2.03
N -5.20 0.59 -9.81
N -0.58 -1.43 2.93
C 0.79 4.60 2.19
C 4.95 -0.09 -2.02
C -2.06 0.07 -3.15
C 1.65 -3.47 0.89
C -1.30 -0.09 -4.33
C -4.89 -0.06 -7.52
C -0.11 -0.90 -4.45
C 3.37 -0.05 -1.92
C -0.58 -2.35 4.08
C 0.05 -1.86 1.81
C -1.97 0.64 -5.38
C -4.12 1.38 -9.76
C -1.44 -0.28 -1.96
C -2.90 0.84 -6.18
C -2.58 4.17 1.95
C -0.72 3.93 -0.93
C 1.88 1.63 -3.87
C 2.03 -2.50 3.13
C 2.56 2.42 -5.01
C 2.54 3.12 -1.43
C -3.73 0.78 -7.42
C -2.09 4.22 -1.55
C -2.25 2.82 1.31
C 0.43 3.13 1.99
C 3.76 4.08 -1.19
C -3.35 1.51 -8.57
C -0.06 -0.72 -2.11
C -1.82 -0.67 2.70
C -5.59 -0.13 -8.75
C 0.53 -1.31 -3.23
H 0.81 -3.88 0.27
H -2.59 3.30 -1.93
H 1.68 0.59 -4.19
H -2.39 5.02 1.29
H 1.85 -3.21 3.96
H 3.45 5.01 -0.68
H -6.47 -0.79 -8.82
H -2.79 4.76 -0.89
H 2.08 2.18 -5.97
H 5.21 -0.30 -3.07
H 2.95 -0.36 -0.91
H -2.22 -0.37 3.67
H 3.05 -2.67 2.72
H 1.33 5.00 1.33
H -2.57 -1.28 2.14
H 1.34 2.49 1.95
H 2.96 -0.79 -2.69
H -0.12 3.45 -1.74
H 0.12 -1.95 4.83
H -0.19 2.74 2.83
H 1.42 -1.97 -3.09
H -2.47 2.17 -8.58
H 4.20 4.34 -2.16
H 0.26 -1.15 -5.45
H 2.48 3.51 -4.86
H 2.26 -2.77 0.26
H 1.96 -1.46 3.50
H -2.27 2.00 2.07
H -5.24 -0.67 -6.67
H -0.09 5.22 2.41
H -3.83 1.94 -10.66
H 2.08 2.74 -0.48
H -1.57 0.22 2.12
H -2.05 4.35 2.89
H -0.29 -3.37 3.80
H -2.98 2.57 0.52
H -3.09 0.50 -3.24
H -1.89 4.85 -2.43
H 5.38 -0.90 -1.39
H 0.87 2.03 -3.63
H 4.54 3.57 -0.60
H 5.41 0.89 -1.77
H -1.87 -0.07 -0.97
H 2.28 -4.29 1.32
H -0.18 4.83 -0.60
H 3.63 2.14 -5.06
H -1.60 -2.34 4.48
H 1.47 4.64 3.06
H -3.65 4.18 2.19
H 1.72 3.71 -1.91

=====

Entry 2:
A 10-piece molecular cluster, C30H50Cl10O15 overall at a distorted geometry, computed with ωB97M-V/def2-TZVPD.

Computed properties:
E = -6903.711985 a.u.
orbital gap = 10.7 eV
spin multiplicity = 1
lowest unoccupied orbital energy = 0.1 eV
SMILES = C[C@H]1COC(=O)O1.C[C@H]1COC(=O)O1.C[C@H]1COC(=O)O1.C[C@H]1COC(=O)O1.C[C@H]1COC(=O)O1.ClCCCl.ClCCCl.ClCCCl.ClCCCl.ClCCCl

Positions of all 105 atoms, in Å:
Cl 1.99 2.26 4.30
Cl 1.73 1.34 -6.76
Cl -4.52 1.96 4.47
Cl -1.15 4.39 -0.29
Cl 3.00 -1.66 -2.84
Cl -1.62 0.76 3.42
Cl 4.56 0.30 3.61
Cl 5.92 -2.61 -1.53
Cl 2.32 3.26 -4.07
Cl -3.09 1.67 -0.96
O -5.69 -2.30 0.04
O 2.11 5.41 2.56
O -3.52 -2.32 0.50
O 1.53 -2.57 0.56
O -4.98 -2.20 2.20
O 3.99 6.66 2.73
O -1.66 -0.01 -5.92
O 1.11 -6.48 2.89
O -2.45 2.11 -5.76
O -0.51 -7.27 4.34
O -0.21 -2.01 -0.71
O -0.86 -5.44 3.16
O -1.24 1.14 -4.06
O 1.10 -0.42 0.14
O 2.21 7.13 4.06
C -2.33 0.27 -7.13
C -0.09 -6.48 3.56
C 4.11 5.78 1.59
C 0.85 1.39 -1.49
C -0.51 -0.85 -1.47
C 2.27 0.75 -5.12
C 2.73 6.43 3.23
C 3.13 1.72 -4.42
C 2.50 4.20 0.57
C -1.80 1.96 4.77
C 2.85 -0.20 3.51
C 0.87 -1.75 0.04
C 0.12 0.27 -0.63
C -3.59 -0.58 -7.10
C 3.11 4.71 1.80
C 1.49 -5.84 0.63
C 4.35 -3.16 -0.92
C -3.28 2.72 0.58
C -2.85 4.13 0.36
C 1.23 -5.38 2.02
C -4.80 -2.30 0.87
C -2.48 1.75 -7.15
C -1.71 1.11 -5.13
C -0.14 -4.65 2.20
C -2.80 -2.61 1.70
C -3.65 -2.03 2.81
C 1.97 0.95 3.14
C -3.06 1.76 5.57
C -3.49 -2.71 4.11
C 3.36 -3.26 -2.03
H 5.06 5.29 1.54
H 3.97 1.94 -5.03
H 4.11 -2.44 -0.10
H 2.13 5.07 -0.05
H -1.00 1.71 5.48
H -3.53 -0.94 3.03
H -0.60 0.65 0.11
H 2.67 -0.98 2.74
H 1.65 3.58 0.78
H -3.32 -3.80 4.15
H -3.12 2.50 6.35
H 0.96 0.63 3.05
H -2.79 2.14 1.35
H 2.82 -0.22 -5.34
H -2.69 -2.35 4.69
H 0.20 1.88 -2.17
H 2.56 -0.48 4.53
H 0.69 -6.51 0.38
H -3.05 0.73 5.90
H 0.14 -3.67 2.61
H -3.44 2.04 -7.57
H 3.22 3.72 -0.13
H -3.99 -0.64 -8.11
H -1.71 2.96 4.30
H 3.72 -3.91 -2.80
H 1.36 0.61 -4.53
H 3.48 3.91 2.47
H -4.32 2.67 0.69
H 2.20 1.29 2.12
H -2.73 -3.70 1.79
H -1.71 -0.10 -7.95
H -1.69 2.25 -7.64
H 2.38 -3.64 -1.62
H 1.55 -5.00 -0.12
H -1.81 -2.23 1.68
H -0.13 -0.84 -2.47
H -4.33 -2.66 4.75
H 2.38 -6.47 0.58
H 3.36 1.28 -3.46
H -3.31 -1.61 -6.86
H -2.79 4.60 1.38
H -3.56 4.69 -0.30
H -1.62 -0.84 -1.53
H 4.47 -4.17 -0.50
H 1.26 2.16 -0.80
H 2.06 -4.81 2.44
H -4.36 -0.31 -6.40
H 1.63 0.89 -2.08
H 3.92 6.43 0.74
H -0.77 -4.54 1.34

=====

Entry 3:
C30H50ClF5IrP2Si2 as an isolated structure at a distorted geometry, computed with ωB97M-V/def2-TZVPD.

Computed properties:
E = -3498.452799 a.u.
orbital gap (spin up / spin down) = 5.9 / 5.4 eV
spin multiplicity = 6
lowest unoccupied orbital energy (spin up / spin down) = 0.5 / -3.0 eV

Positions of all 91 atoms, in Å:
Ir 1.09 -0.01 0.91
Cl -1.42 -3.30 -1.94
P -3.11 -0.76 -0.79
P 3.19 -0.59 0.39
Si -2.78 2.14 0.59
Si 3.06 2.38 1.20
F -2.31 -2.21 4.41
F 2.19 -1.84 5.88
F -0.33 -2.89 6.20
F 2.76 -0.25 3.79
F -1.77 -0.60 2.35
C -0.71 -1.06 3.09
C -3.50 -0.05 -2.50
C 0.61 -0.71 2.78
C 3.79 -2.26 0.89
C -2.90 -0.92 -3.60
C -0.95 1.92 0.21
C 2.81 2.97 2.94
C -1.03 -1.82 4.20
C -4.99 0.18 -2.77
C 0.18 -1.36 0.01
C 1.39 2.01 0.46
C 0.12 2.02 1.17
C -4.33 -2.17 -0.47
C -3.80 0.56 0.30
C 5.20 -0.71 -1.59
C 1.25 -1.64 4.93
C 4.78 -2.19 2.05
C -2.98 2.64 2.38
C 4.10 0.77 1.18
C 2.89 -1.39 -2.32
C -3.45 3.50 -0.51
C -0.03 -2.14 5.12
C 3.89 3.68 0.15
C -5.75 -1.76 -0.12
C 1.05 1.67 -0.92
C -0.35 1.74 -1.06
C 1.54 -0.90 3.79
C 3.70 -0.46 -1.41
C 2.65 -3.23 1.21
C -3.74 -3.07 0.62
H 5.45 -0.53 -2.64
H 4.28 -1.84 2.97
H 1.88 3.56 3.01
H -4.79 0.87 -0.07
H 0.02 2.31 2.22
H 2.88 -2.42 -1.95
H -2.20 3.36 2.66
H 4.33 0.50 2.22
H 3.36 -1.39 -3.32
H -2.95 -0.38 -4.56
H 2.75 2.13 3.65
H 2.05 -2.85 2.04
H -5.53 -0.77 -2.80
H -3.96 0.12 1.30
H 5.83 -0.05 -0.98
H -3.87 3.12 -1.45
H -6.35 -2.67 0.01
H -3.45 -1.86 -3.70
H 5.62 -1.52 1.84
H 4.42 4.38 0.82
H 3.14 4.24 -0.42
H 0.13 -2.29 0.59
H -5.47 0.85 -2.05
H 5.47 -1.75 -1.36
H 3.48 0.58 -1.68
H 1.85 -1.06 -2.44
H -2.97 0.92 -2.48
H -4.30 -2.72 -1.42
H 3.08 -4.20 1.51
H -3.64 -2.55 1.58
H -2.91 1.78 3.05
H -4.23 4.05 0.03
H 0.55 -1.62 -0.98
H -4.40 -3.94 0.77
H -5.09 0.64 -3.76
H -0.88 -1.07 -0.16
H 5.17 -3.19 2.24
H 1.79 1.57 -1.71
H -1.86 -1.19 -3.38
H -5.78 -1.20 0.83
H -2.64 4.21 -0.75
H -2.76 -3.45 0.29
H 3.66 3.61 3.21
H 4.32 -2.64 0.00
H -6.24 -1.16 -0.89
H 5.04 0.96 0.65
H -3.96 3.12 2.51
H -0.90 1.71 -2.00
H 4.62 3.24 -0.55
H 1.99 -3.41 0.36

=====

> Number 2 is which compound?

C30H50Cl10O15